{"formula": "C8H8NO4S", "method": "wB97M-V/def2-TZVPD", "homo_lumo_gap_ev": [4.50, 5.49], "total_charge": -1, "e_above_lowest_ev": 4.829, "spin_multiplicity": 3, "homo_ev": [-1.42, -4.58], "symbols": ["C", "C", "C", "C", "C", "C", "C", "C", "N", "O", "O", "O", "O", "S", "H", "H", "H", "H", "H", "H", "H", "H"], "positions_angstrom": [[-0.0832, -0.7680, -2.3919], [0.3929, -1.5992, -1.4477], [-0.3935, 0.5479, -2.1226], [0.7239, -1.0816, -0.1873], [-0.1648, 1.0422, -0.8742], [0.4201, 0.2244, 0.0624], [-0.4584, 0.2209, 2.6001], [0.6920, 0.8451, 1.3595], [1.9903, 0.5895, 1.8435], [-1.4938, 2.5119, 1.7198], [2.4838, -0.5389, 1.9992], [2.6949, 1.6229, 2.0109], [-2.9359, 0.4764, 1.5508], [-2.0235, 1.2534, 2.3652], [-0.4274, -1.2188, -3.4269], [0.8140, -2.5323, -1.7785], [-0.7117, 1.1098, -2.9570], [0.9917, -1.6792, 0.5511], [-0.4668, 2.0837, -0.5605], [-0.8383, -0.8110, 2.3788], [-0.1108, 0.4319, 3.6942], [0.5850, 1.9931, 1.4205]]}